# 1
17
Properties=species:S:1:pos:R:3:forces:R:3 method="wB97M-V/def2-TZVPD" max_force_ev_per_a=1.7 multiplicity=2 e_homo_ha="-0.5322 / -0.5621" de_lowest_kcal_mol=11.75 gap_ev="10.75 / 8.32" charge=+1 s_squared=0.759
H 0.240 -0.803 -0.920 -0.1 -0.5 0.2
C -0.537 -0.604 1.120 0.4 -0.5 -0.5
C -0.645 2.273 0.200 -0.5 0.1 0.3
H -0.281 -1.953 2.554 0.4 0.1 0.1
H 2.810 -2.270 -2.288 -0.1 0.0 -0.1
O 2.133 -1.886 -1.720 0.1 0.4 0.5
N 0.056 -1.667 1.641 -1.3 -1.0 -0.1
C -0.375 -0.246 -0.219 -0.4 1.2 0.2
C -0.917 1.059 -0.700 0.8 -0.7 -0.9
H -0.437 1.169 -1.673 -0.1 0.4 -0.1
H -0.052 2.030 1.086 0.0 0.1 -0.2
H 2.627 -1.313 -1.111 0.0 -0.3 -0.3
H -1.975 0.945 -0.965 -0.1 0.0 0.3
H 0.250 -2.471 1.031 0.6 0.6 0.2
H -1.593 2.686 0.535 0.0 0.1 0.2
H -1.163 -0.018 1.772 0.1 0.3 0.2
H -0.142 3.069 -0.344 0.1 -0.1 -0.1

# 2
18
Properties=species:S:1:pos:R:3:forces:R:3 method="wB97M-V/def2-TZVPD" max_force_ev_per_a=1.8 multiplicity=2 e_homo_ha="0.0134 / -0.1135" de_lowest_kcal_mol=36.31 gap_ev="3.46 / 6.86" charge=-1 s_squared=0.754
H -3.277 0.633 1.867 -0.3 0.4 0.2
H -0.857 -1.690 1.271 -0.2 0.0 -0.2
H 0.969 0.363 0.898 0.7 0.3 -0.4
H -0.978 -1.335 -0.424 0.1 0.3 -0.2
H -1.583 1.030 0.193 0.4 0.1 0.0
H -0.960 0.733 1.831 -0.1 0.1 0.1
C 0.893 -0.677 0.575 -0.5 0.4 -0.5
H -3.443 -0.530 0.768 0.3 -0.1 -0.6
C -1.483 0.284 0.989 -0.1 -0.5 -0.9
H 1.013 -1.818 -1.276 0.5 0.5 0.1
O 2.433 -0.261 -1.324 0.7 0.7 -0.5
C -0.648 -0.908 0.524 0.3 -1.0 1.4
H 0.478 1.276 -1.793 0.2 -0.5 0.3
C 1.602 -1.016 -0.721 -1.4 -0.8 -0.2
O 0.477 2.156 -1.405 -0.4 0.4 -0.3
H 1.351 2.464 -1.647 0.3 0.0 0.2
N -2.809 -0.145 1.446 0.1 -0.1 0.9
H 1.385 -1.251 1.361 -0.4 -0.2 0.5

# 3
18
Properties=species:S:1:pos:R:3:forces:R:3 method="wB97M-V/def2-TZVPD" max_force_ev_per_a=5.9 multiplicity=1 e_homo_ha=-0.3463 de_lowest_kcal_mol=54.07 gap_ev=10.09
C -1.129 1.494 0.839 0.0 -2.8 2.0
H -0.603 -1.896 -0.836 0.1 0.5 -0.6
H -1.269 1.227 -2.469 0.6 0.8 1.7
H -0.360 2.392 -1.665 0.5 0.0 0.3
H 1.199 0.702 -0.711 -0.3 -1.1 -0.4
C -0.899 0.715 -0.459 -0.1 0.4 -0.2
H 0.734 -1.602 -1.895 1.4 -0.4 -4.0
O -0.916 0.994 1.929 0.8 -0.6 -0.3
H -1.723 -0.056 -0.562 0.6 1.0 0.3
H 0.920 -1.479 2.412 1.8 -0.2 0.3
H 2.413 -1.054 2.189 0.3 0.8 -0.5
H -1.631 2.392 1.021 -0.9 2.3 -1.5
C 0.439 -0.051 -0.369 0.4 0.9 0.9
N -1.044 1.672 -1.535 -1.6 -1.2 -2.4
H 0.673 -0.059 0.720 -0.2 -0.6 -0.7
O 1.876 -1.702 2.617 -2.2 -0.6 0.2
C 0.415 -1.481 -0.965 -1.6 -0.1 5.7
H 0.904 -2.206 -0.261 0.4 0.8 -0.8

# 4
18
Properties=species:S:1:pos:R:3:forces:R:3 method="wB97M-V/def2-TZVPD" max_force_ev_per_a=0.9 multiplicity=1 e_homo_ha=-0.3401 de_lowest_kcal_mol=20.32 gap_ev=10.01
H -2.400 -1.657 1.311 0.1 -0.1 0.4
H 0.540 -3.692 1.260 0.3 0.3 -0.1
H 0.566 6.108 -4.101 0.1 0.2 0.1
H 0.949 -1.525 -0.777 -0.1 0.0 -0.1
H 0.071 6.777 -2.829 0.0 0.0 0.0
C -1.635 -1.145 0.750 0.3 -0.1 -0.8
H 0.922 0.385 1.593 -0.5 0.2 -0.1
H 1.998 0.495 0.277 0.1 -0.2 -0.3
C -0.428 -3.172 1.237 0.0 -0.2 0.1
C 0.993 0.161 0.527 0.8 -0.4 0.4
O 0.849 6.699 -3.390 -0.2 -0.2 -0.2
H 1.686 -1.909 0.733 0.0 0.1 0.3
C 0.863 -1.341 0.302 -0.2 0.2 -0.8
H 0.317 0.725 -0.112 -0.2 0.1 0.3
H -1.480 -0.135 1.103 -0.1 0.2 0.1
O -1.420 -3.766 1.595 -0.5 -0.1 0.1
H -2.002 -1.117 -0.277 0.0 0.2 -0.2
N -0.389 -1.891 0.799 0.1 -0.3 0.6

| no. | calculated total energy (Ha) |
| --- | --- |
| 1 | -288.6965 |
| 2 | -364.1808 |
| 3 | -364.1820 |
| 4 | -364.2358 |